Below is a cluster of 21 separate species, C42H126O21 in total in a non-equilibrium geometry, with properties calculated with ωB97M-V/def2-TZVPD.

Calculated values
Electronic energy   -88589.8504 eV
Multiplicity   1
ΔE to the lowest compared entry with this formula, charge and spin   160.2 kJ/mol
HOMO level   -9.4 eV

Each line ends with the Mulliken charge.
Atoms and positions in Å:
C (3.840, -0.722, -7.650)  -0.9018
C (3.783, 0.721, -7.123)  -0.3987
O (3.129, 0.786, -5.828)  -0.4631
H (3.990, -0.764, -8.725)  0.3951
H (2.842, -1.218, -7.413)  0.1037
H (4.633, -1.311, -7.171)  0.2194
H (3.341, 1.367, -7.883)  0.4250
H (4.764, 1.181, -6.962)  0.3458
H (2.280, 0.277, -5.806)  0.0687
C (-1.948, -5.650, 2.041)  -1.0673
C (-0.457, -5.812, 2.419)  0.8828
O (0.112, -6.720, 1.493)  -0.5330
H (-2.514, -5.077, 2.784)  0.1645
H (-2.361, -6.600, 1.785)  0.4499
H (-2.012, -5.060, 1.151)  0.2328
H (-0.289, -6.094, 3.485)  0.0039
H (0.088, -4.881, 2.207)  -0.5241
H (-0.028, -7.618, 1.792)  0.3436
C (5.131, 0.587, 1.847)  -1.0921
C (4.672, -0.220, 3.055)  -0.1408
O (3.599, -1.052, 2.587)  -0.1805
H (4.428, 1.360, 1.593)  0.2564
H (5.276, -0.040, 0.959)  0.1918
H (6.153, 0.951, 2.126)  0.4276
H (4.389, 0.403, 3.911)  0.2346
H (5.540, -0.852, 3.352)  0.2632
H (2.778, -0.876, 3.058)  -0.1365
C (2.337, -4.047, 0.774)  -0.6239
C (2.635, -4.300, 2.272)  0.3640
O (4.100, -4.028, 2.512)  -0.7113
H (2.514, -3.024, 0.430)  0.0487
H (1.269, -4.285, 0.575)  0.3149
H (2.938, -4.772, 0.202)  0.3154
H (2.400, -5.367, 2.518)  0.4300
H (2.049, -3.655, 2.939)  -0.4863
H (4.166, -3.066, 2.335)  0.2833
C (0.249, 3.998, -0.508)  -0.7508
C (-0.994, 3.406, -1.113)  1.2946
O (-2.059, 3.304, -0.166)  -0.5079
H (1.042, 3.983, -1.279)  -0.3407
H (0.608, 3.322, 0.301)  0.1234
H (0.143, 4.976, -0.042)  0.5610
H (-0.715, 2.384, -1.389)  -0.7516
H (-1.316, 4.026, -1.972)  0.1523
H (-2.883, 3.394, -0.658)  0.1912
C (-3.361, 2.824, 4.543)  -0.7478
C (-2.224, 3.254, 3.554)  0.0150
O (-2.300, 2.431, 2.417)  -0.3912
H (-3.316, 3.258, 5.582)  0.3819
H (-3.334, 1.733, 4.703)  -0.1124
H (-4.306, 3.060, 3.997)  0.2470
H (-1.230, 3.096, 4.016)  -0.0133
H (-2.296, 4.346, 3.330)  0.2982
H (-2.027, 2.823, 1.540)  0.1378
C (1.361, 0.208, -0.272)  0.6535
C (-0.081, 0.238, 0.286)  1.2515
O (-0.290, -0.777, 1.212)  0.3142
H (2.106, -0.029, 0.517)  -0.0984
H (1.591, 1.136, -0.796)  -0.4457
H (1.334, -0.602, -1.015)  -0.0352
H (-0.840, 0.125, -0.590)  -1.2172
H (-0.311, 1.187, 0.790)  -0.2263
H (-1.238, -0.763, 1.469)  -0.2673
C (-4.926, 3.524, -4.502)  -1.3293
C (-3.668, 3.426, -3.650)  0.2819
O (-4.022, 3.100, -2.207)  -0.5627
H (-4.559, 3.747, -5.499)  0.4021
H (-5.468, 4.384, -4.194)  0.3419
H (-5.581, 2.634, -4.491)  0.3023
H (-3.152, 4.389, -3.526)  0.2305
H (-2.986, 2.607, -3.989)  0.0285
H (-4.274, 2.181, -2.183)  0.1882
C (1.550, 0.215, 5.484)  -0.7992
C (1.032, 0.397, 4.071)  0.2614
O (1.009, -0.916, 3.496)  1.0559
H (1.580, 1.167, 6.054)  0.2231
H (2.553, -0.265, 5.467)  0.3433
H (0.932, -0.447, 6.079)  -0.3619
H (1.672, 0.985, 3.478)  0.3899
H (0.017, 0.851, 4.007)  -0.3146
H (0.514, -0.899, 2.675)  -0.0021
C (0.217, -0.104, -3.744)  1.3502
C (-0.391, -0.457, -5.099)  -0.7265
O (0.653, -0.792, -5.974)  -0.5460
H (0.573, -1.013, -3.137)  -0.0320
H (-0.608, 0.265, -3.103)  -0.6598
H (1.069, 0.626, -3.873)  -0.4443
H (-0.756, 0.455, -5.504)  0.4084
H (-1.198, -1.176, -5.004)  0.2369
H (1.075, -1.645, -5.643)  0.3062
C (-6.243, 1.778, 1.549)  -0.8902
C (-6.681, 0.900, 2.675)  -0.0905
O (-6.082, -0.396, 2.547)  -0.5264
H (-5.171, 1.943, 1.662)  0.0792
H (-6.766, 2.749, 1.604)  0.4064
H (-6.531, 1.407, 0.574)  0.2705
H (-7.747, 0.714, 2.739)  0.3388
H (-6.326, 1.387, 3.598)  0.1537
H (-5.276, -0.253, 2.039)  0.0963
C (-3.117, -4.381, -4.583)  -0.7707
C (-3.271, -5.678, -5.367)  -0.4267
O (-2.131, -5.816, -6.266)  -0.5241
H (-3.135, -3.506, -5.268)  0.2597
H (-2.188, -4.402, -4.052)  0.2650
H (-3.930, -4.355, -3.879)  0.3225
H (-4.259, -5.617, -5.905)  0.2661
H (-3.237, -6.585, -4.764)  0.3407
H (-2.095, -6.668, -6.706)  0.2873
C (1.684, 4.624, 5.127)  -0.4146
C (1.282, 5.971, 5.563)  -0.5224
O (-0.013, 6.381, 5.220)  -0.4948
H (1.022, 3.865, 5.547)  -0.0766
H (2.733, 4.440, 5.293)  0.4469
H (1.643, 4.545, 4.030)  0.1568
H (1.937, 6.723, 5.115)  0.3974
H (1.280, 6.030, 6.660)  0.2124
H (0.143, 7.029, 4.516)  0.3132
C (3.233, -5.039, -4.256)  -1.1680
C (2.415, -3.748, -3.917)  0.0193
O (1.719, -3.375, -5.112)  -0.5300
H (4.014, -4.730, -4.988)  0.2619
H (2.511, -5.767, -4.670)  0.3347
H (3.728, -5.397, -3.362)  0.3758
H (3.121, -2.950, -3.741)  -0.0110
H (1.684, -3.870, -3.151)  0.4100
H (0.967, -4.002, -5.281)  0.2310
C (0.655, 6.707, -4.338)  -1.0935
C (0.089, 5.388, -4.808)  -0.2458
O (0.645, 4.309, -4.105)  -0.1359
H (-0.009, 7.418, -4.823)  0.4522
H (1.723, 6.751, -4.624)  0.2618
H (0.544, 6.744, -3.236)  0.1651
H (0.355, 5.289, -5.858)  0.4030
H (-1.001, 5.329, -4.693)  0.1590
H (1.405, 4.017, -4.660)  0.2278
C (3.275, 3.597, -2.570)  -0.3911
C (3.930, 3.651, -3.930)  -0.6668
O (3.030, 3.341, -4.995)  -0.5607
H (2.497, 2.811, -2.505)  -0.3507
H (2.817, 4.522, -2.162)  0.5130
H (3.964, 3.335, -1.754)  0.4541
H (4.753, 2.985, -3.972)  0.2736
H (4.240, 4.669, -4.156)  0.3758
H (2.974, 2.383, -5.107)  0.4594
C (4.095, -0.047, -2.083)  0.6351
C (5.396, -0.026, -2.793)  -0.4423
O (5.239, -0.370, -4.204)  -0.5114
H (3.556, -1.027, -2.038)  -0.1035
H (3.420, 0.661, -2.584)  -0.4308
H (4.184, 0.427, -1.104)  -0.1131
H (6.047, -0.829, -2.335)  0.3617
H (5.920, 0.926, -2.707)  0.2972
H (4.478, 0.072, -4.535)  0.2608
C (-3.491, -1.749, -1.713)  -1.3249
C (-3.494, -0.484, -2.548)  1.2268
O (-4.738, 0.221, -2.469)  -0.6269
H (-2.605, -2.333, -1.902)  0.3630
H (-4.275, -2.434, -1.958)  0.4160
H (-3.520, -1.525, -0.702)  0.2808
H (-3.356, -0.627, -3.612)  0.1631
H (-2.677, 0.142, -2.167)  -0.7205
H (-5.254, -0.058, -1.731)  0.2994
C (-3.322, -2.379, 3.082)  -1.2628
C (-2.746, -0.998, 3.318)  1.1719
O (-2.896, -0.235, 2.097)  0.3297
H (-4.376, -2.267, 2.713)  0.0787
H (-3.227, -3.046, 3.911)  0.5338
H (-2.772, -2.888, 2.307)  0.1133
H (-1.695, -1.080, 3.710)  -0.7184
H (-3.310, -0.490, 4.097)  0.1912
H (-2.726, 0.690, 2.310)  -0.1565
C (0.282, -4.836, 6.399)  -1.3375
C (1.054, -3.740, 5.718)  0.0764
O (0.019, -3.033, 4.998)  -0.1710
H (-0.648, -4.475, 6.820)  0.2667
H (0.795, -5.295, 7.199)  0.4249
H (0.003, -5.599, 5.647)  0.1583
H (1.809, -4.138, 5.082)  0.1652
H (1.587, -3.019, 6.358)  0.3357
H (0.349, -2.193, 4.648)  -0.2512
C (-1.671, -0.418, 7.243)  -0.4832
C (-0.701, 0.465, 7.954)  -0.5759
O (-0.426, 1.726, 7.223)  -0.4064
H (-2.573, 0.131, 6.879)  0.1511
H (-2.025, -1.204, 7.910)  0.4192
H (-1.177, -1.031, 6.458)  0.0229
H (0.222, -0.025, 8.218)  0.3476
H (-1.144, 0.737, 8.943)  0.4194
H (-0.145, 2.397, 7.853)  0.2329